(1)
# C2H7NOS

A 2-piece molecular cluster, C2H7NOS overall (wB97M-V/def2-TZVPD, OMol25).

Properties
- Energy relative to the best compared isomer or geometry (same formula, charge and spin): 9.3 kcal/mol
- Charge: 0
- SMILES string: NC=O.CS

Positions of all 12 atoms, in Å:
N (-1.10, 1.50, -0.06)
C (-2.27, 1.72, 0.59)
O (-3.32, 1.90, 0.01)
H (-0.24, 1.16, 0.35)
H (-1.19, 1.40, -1.06)
H (-2.20, 1.78, 1.68)
C (1.57, -1.58, -0.73)
S (2.04, -0.77, 0.84)
H (2.45, -2.08, -1.14)
H (0.81, -2.33, -0.57)
H (1.25, -0.80, -1.42)
H (2.21, -1.90, 1.52)

Löwdin atomic charge list, values in e, 2 entries: number 1, N, carries 0.117; number 2, C, carries -0.431

---

(2)
# C2H12O4

A 5-piece molecular cluster, C2H12O4 overall (wB97M-V/def2-TZVPD, OMol25).

Properties
- Energy relative to the best compared isomer or geometry (same formula, charge and spin): 16.3 kcal/mol
- Charge: 0
- SMILES string: C=C.O.O.O.O

Positions of all 18 atoms, in Å:
C (-2.32, -0.57, -0.53)
C (-2.32, 0.02, 0.65)
H (-1.85, -0.18, -1.42)
H (-2.72, -1.57, -0.67)
H (-2.51, -0.51, 1.58)
H (-2.00, 1.04, 0.80)
O (1.74, -0.25, 1.69)
H (1.53, -0.79, 0.89)
H (2.04, -0.93, 2.31)
O (0.82, 2.04, 0.38)
H (1.44, 1.55, 0.95)
H (1.30, 2.79, 0.01)
O (0.62, 0.46, -1.91)
H (1.42, 0.72, -2.38)
H (0.58, 1.05, -1.13)
O (0.48, -1.83, -0.21)
H (-0.24, -1.53, 0.36)
H (0.36, -1.25, -0.98)

Löwdin atomic charge list, values in e, 2 entries: number 1, C, carries -0.087; number 2, C, carries -0.070

---

(3)
# C34H66Cl25N4O3S

A 13-piece molecular cluster, C34H66Cl25N4O3S overall (wB97M-V/def2-TZVPD, OMol25).

Properties
- Charge: +1

Positions of all 133 atoms, in Å:
C (6.16, 3.95, -0.88)
C (5.20, 3.48, 0.40)
C (4.19, 2.21, -0.01)
C (3.66, 1.51, 1.32)
C (2.09, 1.35, 1.64)
C (1.02, 1.05, 0.47)
C (1.46, 0.51, -1.01)
C (2.63, -0.63, -1.06)
O (2.80, -1.42, 0.16)
C (4.00, -2.27, 0.12)
C (4.42, -3.00, 1.57)
O (4.74, -2.54, -0.96)
N (0.31, 2.39, 0.15)
C (0.84, 3.80, 0.15)
C (0.25, 4.79, 1.32)
O (1.27, 5.75, 1.78)
C (-0.37, 4.06, 2.63)
N (0.35, 4.59, 3.88)
C (-1.04, 2.30, -0.20)
C (-2.12, 3.44, -0.65)
C (-2.85, 3.05, -2.11)
C (-3.17, 4.43, -3.00)
S (-2.43, 4.38, -4.72)
C (-1.63, 0.78, -0.10)
C (-3.13, 0.92, 0.63)
N (-2.02, 0.01, -1.34)
C (-0.38, 0.20, 0.85)
Cl (-0.43, -1.62, 0.36)
C (-0.83, 0.09, 2.42)
C (-1.72, -1.29, 2.77)
N (-1.14, -2.34, 3.50)
H (6.12, 5.14, -0.94)
H (5.78, 3.50, -1.90)
H (7.27, 3.61, -0.64)
H (5.82, 3.26, 1.37)
H (4.48, 4.41, 0.59)
H (3.43, 2.62, -0.79)
H (4.90, 1.45, -0.59)
H (4.14, 2.10, 2.25)
H (4.16, 0.43, 1.40)
H (1.76, 2.29, 2.30)
H (2.03, 0.43, 2.40)
H (0.57, 0.07, -1.67)
H (1.85, 1.43, -1.67)
H (3.68, -0.19, -1.35)
H (2.36, -1.40, -1.92)
H (5.14, -3.92, 1.41)
H (3.45, -3.45, 2.10)
H (4.85, -2.21, 2.35)
H (2.00, 3.91, 0.20)
H (0.52, 4.29, -0.89)
H (-0.62, 5.44, 0.83)
H (2.14, 5.25, 1.96)
H (-1.52, 4.33, 2.82)
H (-0.30, 2.89, 2.66)
H (1.01, 3.86, 4.25)
H (-0.33, 4.91, 4.61)
H (-2.98, 3.66, 0.15)
H (-1.65, 4.51, -0.86)
H (-2.08, 2.44, -2.76)
H (-3.89, 2.52, -1.98)
H (-2.81, 5.41, -2.48)
H (-4.36, 4.52, -3.09)
H (-1.13, 4.96, -4.55)
H (-3.93, 1.39, -0.12)
H (-3.12, 1.63, 1.56)
H (-3.48, -0.17, 0.83)
H (-3.05, -0.13, -1.41)
H (-1.60, 0.39, -2.21)
H (-1.44, 1.04, 2.82)
H (0.08, 0.01, 3.19)
H (-2.84, -1.44, 2.48)
H (-0.14, -2.10, 3.73)
C (2.36, -0.93, -4.75)
Cl (2.07, -0.95, -6.49)
Cl (1.42, 0.34, -3.96)
H (2.08, -1.90, -4.33)
H (3.43, -0.74, -4.57)
C (2.89, -6.04, -0.61)
Cl (3.52, -6.94, 0.77)
Cl (1.13, -6.18, -0.71)
H (3.15, -4.99, -0.50)
H (3.33, -6.44, -1.53)
C (-6.13, 4.01, -0.38)
Cl (-5.82, 4.39, 1.32)
Cl (-6.00, 2.27, -0.68)
H (-7.14, 4.34, -0.63)
H (-5.40, 4.53, -1.00)
C (-3.50, 1.53, -7.17)
Cl (-2.87, 0.62, -5.79)
Cl (-5.26, 1.38, -7.27)
H (-3.23, 2.58, -7.06)
H (-3.06, 1.13, -8.09)
C (0.64, -1.31, 6.87)
Cl (1.30, -0.78, 5.32)
Cl (1.80, -2.32, 7.74)
H (0.40, -0.44, 7.48)
H (-0.27, -1.89, 6.69)
C (-2.35, -5.89, -1.45)
Cl (-2.65, -5.91, -3.20)
Cl (-3.30, -4.62, -0.67)
H (-2.64, -6.86, -1.03)
H (-1.29, -5.71, -1.27)
C (-3.77, -5.87, -7.17)
Cl (-3.50, -6.07, -8.91)
Cl (-2.40, -6.50, -6.24)
H (-3.89, -4.80, -6.95)
H (-4.67, -6.41, -6.89)
C (-0.16, -2.99, 10.98)
Cl (-1.30, -2.27, 9.83)
Cl (-0.96, -3.40, 12.50)
H (0.26, -3.89, 10.54)
H (0.64, -2.27, 11.18)
C (3.10, -4.62, -7.45)
Cl (3.41, -4.24, -5.75)
Cl (3.23, -6.35, -7.75)
H (2.09, -4.29, -7.71)
H (3.83, -4.09, -8.07)
C (-4.81, -2.07, -3.30)
Cl (-5.08, -0.61, -2.34)
Cl (-3.12, -2.19, -3.80)
H (-5.07, -2.95, -2.70)
H (-5.44, -2.04, -4.19)
C (2.05, 6.86, 6.84)
Cl (2.96, 5.71, 5.85)
Cl (0.45, 6.23, 7.24)
H (2.60, 7.05, 7.77)
H (1.94, 7.79, 6.29)
C (-1.87, -7.81, 2.28)
Cl (-3.17, -6.96, 1.45)
Cl (-0.76, -8.56, 1.13)
H (-1.32, -7.10, 2.90)
H (-2.30, -8.59, 2.92)

Löwdin atomic charge list, values in e, 2 entries: number 1, C, carries -0.136; number 2, C, carries -0.241

---

(4)
# H10O3Si4

One molecule with the formula H10O3Si4 (wB97M-V/def2-TZVPD, OMol25).

Properties
- Energy relative to the best compared isomer or geometry (same formula, charge and spin): 44.7 kcal/mol
- Charge: 0
- SMILES string: [SiH3]O[SiH](O[SiH3])O[SiH3]

Positions of all 17 atoms, in Å:
Si (-1.89, 0.88, -1.09)
O (-1.43, -0.18, 0.15)
Si (-0.59, -0.72, 1.37)
O (0.29, 0.41, 2.08)
Si (0.96, 1.83, 2.06)
O (0.70, -2.11, 0.39)
Si (0.99, -2.18, -1.18)
H (-2.11, -0.21, -2.02)
H (-0.79, 1.88, -1.35)
H (-2.75, 1.72, -0.26)
H (-1.32, -1.53, 2.36)
H (1.46, 2.31, 3.33)
H (-0.22, 2.76, 1.74)
H (1.85, 1.52, 0.86)
H (1.84, -3.38, -1.13)
H (-0.18, -1.85, -2.12)
H (2.15, -1.37, -1.68)

Löwdin atomic charge list, values in e, 2 entries: number 1, Si, carries 0.601; number 2, O, carries -0.462

---

(5)
# C32H72N5O3

A 5-piece molecular cluster, C32H72N5O3 overall (wB97M-V/def2-TZVPD, OMol25).

Properties
- Energy relative to the best compared isomer or geometry (same formula, charge and spin): 79.9 kcal/mol
- Charge: +3

Positions of all 112 atoms, in Å:
N (-0.28, -1.61, 1.95)
O (0.25, -0.56, 1.74)
O (0.05, -2.59, 1.32)
O (-1.19, -1.69, 2.81)
C (-5.94, 1.45, -0.21)
C (-7.39, 0.93, -0.04)
C (-7.43, -0.42, 0.63)
N (-8.75, -0.73, 1.26)
C (-8.89, -0.05, 2.56)
C (-9.05, -2.29, 1.47)
C (-10.53, -2.48, 1.25)
C (-11.14, -1.23, 0.67)
C (-9.99, -0.30, 0.37)
H (-5.59, 2.02, 0.65)
H (-5.96, 2.15, -1.05)
H (-5.16, 0.75, -0.50)
H (-7.93, 0.72, -0.96)
H (-8.03, 1.70, 0.40)
H (-6.74, -0.68, 1.43)
H (-7.21, -1.25, -0.04)
H (-8.09, -0.38, 3.23)
H (-9.86, -0.28, 2.98)
H (-8.81, 1.03, 2.47)
H (-8.48, -2.70, 2.31)
H (-8.62, -2.71, 0.56)
H (-11.05, -2.71, 2.18)
H (-10.85, -3.26, 0.56)
H (-11.87, -0.71, 1.28)
H (-11.81, -1.44, -0.16)
H (-10.21, 0.76, 0.40)
H (-9.71, -0.66, -0.62)
C (4.93, 3.63, -0.88)
C (5.00, 5.13, -1.26)
C (3.73, 5.62, -2.02)
N (4.02, 6.96, -2.75)
C (5.22, 6.99, -3.76)
C (2.68, 7.31, -3.46)
C (1.72, 7.87, -2.41)
C (2.54, 8.42, -1.28)
C (4.07, 8.17, -1.76)
H (5.65, 3.27, -0.14)
H (5.03, 3.02, -1.78)
H (3.96, 3.32, -0.47)
H (5.74, 5.35, -2.03)
H (5.04, 5.81, -0.41)
H (2.84, 5.53, -1.40)
H (3.48, 4.94, -2.83)
H (6.17, 6.92, -3.24)
H (5.21, 7.93, -4.32)
H (5.06, 6.16, -4.45)
H (3.06, 8.02, -4.19)
H (2.24, 6.44, -3.95)
H (1.18, 8.74, -2.79)
H (1.08, 7.03, -2.15)
H (2.40, 9.49, -1.36)
H (2.22, 8.05, -0.30)
H (4.41, 9.05, -2.31)
H (4.72, 8.02, -0.89)
C (3.53, -4.09, -5.27)
C (2.10, -3.73, -5.65)
C (0.98, -4.42, -4.89)
N (-0.47, -3.91, -5.17)
C (-0.54, -2.41, -4.72)
C (-1.53, -4.67, -4.45)
C (-1.68, -5.91, -5.38)
C (-1.38, -5.42, -6.79)
C (-1.01, -4.00, -6.65)
H (4.20, -3.58, -5.96)
H (3.72, -5.15, -5.46)
H (3.86, -3.80, -4.28)
H (2.01, -4.20, -6.63)
H (2.03, -2.65, -5.81)
H (1.14, -4.58, -3.82)
H (0.99, -5.45, -5.22)
H (0.08, -1.82, -5.40)
H (-0.13, -2.51, -3.72)
H (-1.57, -2.06, -4.69)
H (-2.45, -4.08, -4.45)
H (-1.08, -4.86, -3.47)
H (-2.71, -6.28, -5.31)
H (-1.09, -6.75, -5.02)
H (-2.26, -5.50, -7.43)
H (-0.47, -5.92, -7.13)
H (-1.92, -3.41, -6.69)
H (-0.22, -3.56, -7.27)
C (7.16, -2.18, 3.69)
C (6.60, -2.29, 5.13)
C (5.31, -1.45, 5.42)
N (4.66, -1.46, 6.89)
C (5.73, -1.45, 8.02)
C (3.64, -2.63, 7.07)
C (2.50, -2.07, 8.00)
C (2.65, -0.60, 7.98)
C (3.66, -0.33, 6.86)
H (8.00, -1.51, 3.59)
H (6.52, -1.94, 2.84)
H (7.60, -3.12, 3.36)
H (7.35, -1.91, 5.83)
H (6.40, -3.32, 5.43)
H (4.49, -1.60, 4.71)
H (5.51, -0.40, 5.20)
H (6.09, -0.43, 8.12)
H (6.54, -2.14, 7.74)
H (5.19, -1.55, 8.96)
H (4.14, -3.57, 7.32)
H (3.14, -2.68, 6.10)
H (2.48, -2.35, 9.05)
H (1.51, -2.31, 7.62)
H (2.97, -0.20, 8.95)
H (1.70, -0.13, 7.74)
H (4.12, 0.66, 6.86)
H (3.06, -0.35, 5.96)

Löwdin atomic charge list, values in e, 2 entries: number 1, N, carries -0.727; number 2, O, carries -0.067

---

(6)
# C4H3F

One molecule with the formula C4H3F (wB97M-V/def2-TZVPD, OMol25).

Properties
- Energy relative to the best compared isomer or geometry (same formula, charge and spin): 15.7 kcal/mol
- Charge: 0
- SMILES string: C#CC(=C)F

Positions of all 8 atoms, in Å:
C (2.13, -0.06, 0.09)
C (0.94, -0.32, -0.09)
C (-0.45, 0.01, -0.09)
C (-1.35, -0.99, 0.06)
F (-0.79, 1.24, 0.01)
H (3.13, -0.26, 0.03)
H (-1.24, -2.04, -0.12)
H (-2.35, -0.71, 0.24)

Löwdin atomic charge list, values in e, 2 entries: number 1, C, carries 0.158; number 2, C, carries -0.049

---

(7)
# C6H12O

C6H12O as an isolated structure (wB97M-V/def2-TZVPD, OMol25).

Properties
- Energy relative to the best compared isomer or geometry (same formula, charge and spin): 81.4 kcal/mol
- Charge: 0

Positions of all 19 atoms, in Å:
C (2.44, 0.24, -0.10)
C (1.21, -0.31, 0.63)
C (-0.11, 0.44, 0.52)
C (-1.33, -0.46, 0.57)
C (-1.07, 0.40, -0.63)
O (-2.19, 1.24, -0.35)
C (-2.57, 0.39, 0.75)
H (2.40, 0.04, -1.18)
H (2.56, 1.32, 0.04)
H (3.34, -0.25, 0.29)
H (1.43, -0.33, 1.71)
H (1.06, -1.36, 0.35)
H (0.91, -0.89, -2.30)
H (-0.15, 1.36, 1.10)
H (-1.25, -1.54, 0.67)
H (0.37, -1.29, -2.63)
H (-0.86, 0.20, -1.68)
H (-2.65, 0.94, 1.69)
H (-3.51, -0.14, 0.55)

Löwdin atomic charge list, values in e, 2 entries: number 1, C, carries -0.111; number 2, C, carries -0.234

---

| no. | E_tot (eV) |
| --- | --- |
| 1 | -16560.3691 |
| 2 | -10458.2862 |
| 3 | -372308.3794 |
| 4 | -37817.9624 |
| 5 | -47914.3234 |
| 6 | -6910.6481 |
| 7 | -8460.8245 |